# 1
C16H31GdN3O4 | ωB97M-V with the def2-TZVPD basis set

The multiplicity is 8. The total energy is -50555.3068 eV. Its total charge is +3. Its gap between HOMO and LUMO (alpha / beta) is 0.212 / 0.201 Eh. Its expectation value of S² is 16.782. The HOMO energy (alpha / beta) is -17.5 / -17.5 eV. The calculation puts the LUMO energy (alpha / beta) at -11.71 / -12.00 eV.

Positions of all 55 atoms, in Å:
C  -1.8190  -2.9018  4.8529
C  -0.7767  -1.8060  4.4808
O  0.2433  -2.0892  3.9450
O  -1.1298  -0.4521  4.7961
C  -1.7597  0.0643  3.6083
C  -1.7558  1.6254  3.6893
C  -0.3248  2.3256  3.4243
C  0.8247  1.3531  2.9515
C  0.8256  1.0218  1.3596
C  1.0960  -0.5196  1.1102
C  2.0632  -0.8691  -0.1017
C  1.9610  0.0491  -1.3737
C  0.6637  -0.1498  -2.2528
C  0.6762  0.4350  -3.7400
C  2.0491  0.8328  -4.4194
C  -0.2646  1.6584  -4.0826
N  -1.6868  1.4025  -3.7821
N  0.1011  -0.6407  -4.6137
C  -0.7029  -1.5820  -3.8755
O  -1.6073  -2.2157  -4.1851
C  0.0253  -1.5950  -2.3451
N  -1.0972  -1.8148  -1.4938
O  0.8868  -2.6830  -2.4944
H  -2.7030  -2.4075  5.3216
H  -2.1801  -3.3957  3.9133
H  -1.3929  -3.6531  5.5553
H  -2.8272  -0.3002  3.6538
H  -1.2748  -0.3303  2.6757
H  -2.5420  2.0564  2.9704
H  -2.0821  1.9537  4.7154
H  0.0322  2.8683  4.3318
H  -0.4714  3.1395  2.6100
H  0.9180  0.4240  3.5680
H  1.7842  1.9182  3.1173
H  1.5825  1.6935  0.8847
H  -0.2116  1.2523  0.8997
H  0.1460  -1.1177  1.0533
H  1.6151  -0.8929  2.0362
H  1.9107  -1.9505  -0.3500
H  3.1183  -0.7846  0.2682
H  2.8307  -0.2300  -2.0340
H  2.0688  1.1408  -1.1759
H  -0.0906  0.5127  -1.7439
H  1.9294  1.7634  -5.0358
H  2.8800  1.0449  -3.7060
H  2.4297  0.0597  -5.1437
H  -0.2002  1.8543  -5.1845
H  0.1458  2.5823  -3.5744
H  -1.7968  0.9937  -2.8524
H  -2.2637  2.2342  -3.8929
H  0.7952  -1.2740  -5.0435
H  -1.4656  -0.9388  -1.1303
H  -0.9057  -2.4928  -0.7526
H  1.7191  -2.3717  -2.9008
Gd  -1.9892  3.1984  1.4879

# 2
C14H19Cl2NPtSSi | ωB97M-V with the def2-TZVPD basis set

The total energy is -63321.0140 eV. Its gap between HOMO and LUMO is 0.294 Eh. The HOMO energy is -7.9 eV. The calculation puts the LUMO energy at 0.09 eV.

Positions of all 39 atoms, in Å:
Pt  0.4996  0.2386  0.4630
Cl  1.2822  0.9167  4.1980
C  2.9621  0.4091  3.9664
Cl  3.3158  -0.0142  2.2880
H  3.1367  -0.4652  4.5813
H  3.6026  1.2330  4.2559
S  -3.3699  -1.7977  1.0800
C  -2.2440  -2.9550  0.5000
C  -1.0058  -2.4316  0.2895
C  -0.9587  -1.0354  0.5660
C  -2.1639  -0.5707  1.0382
C  -2.2058  0.7736  1.5657
C  -3.3076  1.4515  2.0786
C  -3.1416  2.7335  2.5632
C  -1.8839  3.3244  2.5208
C  -0.8359  2.5949  1.9946
N  -0.9846  1.3507  1.5414
H  -2.5666  -3.9726  0.3463
H  -0.1653  -3.0021  -0.0721
H  -4.2754  0.9685  2.0851
H  -3.9864  3.2747  2.9687
H  -1.7169  4.3256  2.8901
H  0.1635  3.0055  1.9313
C  2.5982  -1.2980  -3.7437
Si  1.2170  -0.6396  -2.6452
C  -0.2111  -1.8419  -2.8060
C  0.6568  1.0282  -3.3054
C  1.8506  -0.4135  -0.8981
H  2.2886  -1.3434  -4.7904
H  2.8863  -2.3069  -3.4374
H  3.4895  -0.6692  -3.6830
H  -0.4032  -2.0484  -3.8616
H  -1.1241  -1.4442  -2.3600
H  0.0081  -2.7939  -2.3201
H  0.4585  0.9888  -4.3789
H  1.4178  1.7936  -3.1350
H  -0.2584  1.3493  -2.8029
H  2.4604  0.5188  -0.8634
H  2.5146  -1.2357  -0.6091

# 3
C3H5BrO | ωB97M-V with the def2-TZVPD basis set

The multiplicity is 3. The total energy is -75273.7596 eV. Its gap between HOMO and LUMO (alpha / beta) is 0.192 / 0.238 Eh. Its expectation value of S² is 2.006. The HOMO energy (alpha / beta) is -4.3 / -10.3 eV. The calculation puts the LUMO energy (alpha / beta) at 0.90 / -3.82 eV.

Positions of all 10 atoms, in Å:
C  0.5521  1.6219  0.2863
C  1.0657  0.4034  -0.2529
C  -0.0564  -0.9615  -0.5435
O  0.9119  1.3798  -1.1918
Br  2.8229  -0.2357  0.1510
H  -0.4355  1.8113  0.5308
H  1.2117  2.3019  0.7307
H  0.5031  -1.8091  -0.8883
H  -0.5962  -0.3692  -1.3538
H  -0.4559  -1.2138  0.5203

# 4
C4H13NS | ωB97M-V with the def2-TZVPD basis set

The total energy is -16683.4008 eV. Its gap between HOMO and LUMO is 0.352 Eh. The HOMO energy is -8.6 eV. Its SMILES is CCN.CSC. The calculation puts the LUMO energy at 0.98 eV.

Positions of all 19 atoms, in Å:
C  -1.5978  -1.5378  0.4563
C  -2.5914  -0.3611  0.4141
N  -3.7389  -0.8846  1.2938
H  -1.2454  -1.6570  1.4820
H  -0.8378  -1.3798  -0.3176
H  -2.0223  -2.5137  0.2193
H  -3.0752  -0.1396  -0.5285
H  -2.1221  0.4615  0.9487
H  -3.3004  -0.9103  2.2180
H  -4.3910  -0.1109  1.4299
C  2.7302  -0.5314  -0.3437
S  1.4593  0.7922  -0.1684
C  2.1812  1.8152  -1.4850
H  3.6233  -0.2085  0.1900
H  2.3738  -1.4237  0.1641
H  2.8625  -0.6603  -1.4126
H  1.8148  2.8178  -1.2843
H  1.9225  1.5216  -2.5011
H  3.2632  1.8397  -1.3719

# 5
C6H12ClN2 | ωB97M-V with the def2-TZVPD basis set

The total energy is -21910.6526 eV. Its total charge is +1. Its gap between HOMO and LUMO is 0.339 Eh. The HOMO energy is -13.7 eV. Its SMILES is C/C=N\C=[NH+]\[C@@H](C)CCl. The calculation puts the LUMO energy at -4.52 eV.

Positions of all 21 atoms, in Å:
C  3.6413  -0.0847  0.6356
C  2.8893  -0.8336  -0.4297
N  1.7203  -1.3323  -0.3211
C  0.5569  -1.0480  0.1361
N  -0.2019  0.0011  -0.0766
C  -1.5516  0.2459  0.2581
C  -2.0591  1.7097  0.1368
C  -2.5960  -0.5348  -0.7331
Cl  -4.2308  -0.5202  -0.0491
H  3.4113  0.9261  0.7252
H  4.6554  -0.1856  0.3006
H  3.6197  -0.5519  1.6116
H  3.3965  -1.1353  -1.3534
H  0.0906  -1.8928  0.6632
H  0.4027  0.7523  -0.6429
H  -1.8221  -0.2114  1.1944
H  -1.8261  2.0626  -0.8241
H  -3.1817  1.4826  0.4499
H  -1.8478  2.4572  0.8942
H  -2.7862  0.1889  -1.5536
H  -2.2807  -1.4957  -1.0218

# 6
C24H19BrClIN3Rh | ωB97M-V with the def2-TZVPD basis set

The multiplicity is 5. The total energy is -123321.3778 eV. Its total charge is +2. Its gap between HOMO and LUMO (alpha / beta) is 0.241 / 0.188 Eh. Its expectation value of S² is 6.095. The HOMO energy (alpha / beta) is -13.3 / -14.4 eV. The calculation puts the LUMO energy (alpha / beta) at -6.74 / -9.30 eV.

Positions of all 50 atoms, in Å:
Rh  -0.4749  -0.3960  1.1506
C  -1.0465  2.5077  -3.8008
C  -2.3178  2.5488  -3.2044
C  -2.5667  1.8218  -2.0765
C  -1.5230  1.0275  -1.4881
C  -0.2396  1.0039  -2.1007
C  -0.0168  1.7334  -3.2322
N  -1.7654  0.2807  -0.3907
N  -3.0586  0.0823  -0.0930
C  -3.3536  -0.5817  0.9998
C  -4.7191  -0.8320  1.2936
C  -5.0434  -1.6019  2.3773
C  -4.0093  -2.1095  3.1705
C  -2.6929  -1.8101  2.8582
N  -2.3357  -1.0590  1.8169
H  -0.8698  3.0605  -4.7139
H  -3.1023  3.1494  -3.6436
H  -3.5358  1.8202  -1.6043
H  0.5373  0.3722  -1.6917
H  0.9564  1.7113  -3.7043
H  -5.4616  -0.3998  0.6390
H  -6.0752  -1.8203  2.6147
H  -4.2169  -2.7307  4.0297
H  -1.9127  -2.2142  3.4864
Cl  3.5857  -1.0495  2.3306
C  2.5080  -2.2618  1.7788
C  3.0386  -3.3675  1.1458
C  2.2081  -4.3785  0.6832
C  0.8207  -4.2880  0.8550
C  0.2832  -3.2293  1.5375
C  1.1003  -2.1781  2.0560
C  0.5401  -1.1578  2.8987
H  4.1106  -3.4437  1.0246
H  2.6384  -5.2474  0.2039
H  0.1747  -5.0667  0.4734
H  -0.7791  -3.2203  1.7399
H  1.2493  -0.4728  3.3480
H  -0.2276  -1.4576  3.5989
Br  0.5976  4.5865  -0.3610
C  2.1003  3.6245  -0.9965
C  2.9333  4.2061  -1.9396
C  4.0498  3.5203  -2.3949
C  4.3284  2.2411  -1.9372
C  3.5050  1.6494  -0.9920
C  2.4060  2.3489  -0.5239
I  1.3241  1.5139  1.1013
H  2.7118  5.1984  -2.3079
H  4.7133  3.9957  -3.1043
H  5.1959  1.7079  -2.3002
H  3.7273  0.6615  -0.6107

# 7
C5H8O2 | ωB97M-V with the def2-TZVPD basis set

The total energy is -9408.6041 eV. Its gap between HOMO and LUMO is 0.382 Eh. The HOMO energy is -9.6 eV. Its SMILES is O=C1CC[C@@H]1CO. The calculation puts the LUMO energy at 0.81 eV.

Positions of all 15 atoms, in Å:
O  2.3427  0.9548  -0.1065
C  1.3804  0.2822  -0.3562
C  0.6659  -0.1169  -1.6480
C  -0.4683  -0.7139  -0.7749
C  0.3115  -0.3691  0.5244
C  -0.3823  0.6547  1.4151
O  -1.6158  0.1793  1.9040
H  0.4046  0.7164  -2.3077
H  1.2315  -0.8564  -2.2229
H  -0.6737  -1.7734  -0.9407
H  -1.4140  -0.1650  -0.8582
H  0.6491  -1.2333  1.1081
H  0.2394  0.8856  2.2835
H  -0.5102  1.5904  0.8445
H  -2.1607  -0.0353  1.1356

# 8
C4H5NO | ωB97M-V with the def2-TZVPD basis set

The total energy is -7762.4049 eV. Its gap between HOMO and LUMO is 0.360 Eh. The HOMO energy is -9.0 eV. Its SMILES is Cc1cnoc1. The calculation puts the LUMO energy at 0.83 eV.

Positions of all 11 atoms, in Å:
C  -0.1091  0.8642  0.9806
C  -0.5818  -0.4882  0.2723
C  0.4865  -1.4252  -0.0774
N  0.9884  -1.2150  -1.2542
O  0.2587  -0.1332  -1.7876
C  -0.6816  0.1702  -0.9182
H  -0.9203  1.5694  1.1743
H  0.3614  0.5282  1.8858
H  0.6643  1.4202  0.3975
H  0.8743  -2.2908  0.4616
H  -1.3408  1.0003  -1.1347